[1]
Formula: As6F36Zn
Source: the Open Molecules 2025 dataset
Level of theory: ωB97M-V/def2-TZVPD

Properties
Gap between HOMO and LUMO: 0.438 Ha
Calculated total energy: -18790.00215 Eh
Charge: -4
LUMO level: 8.87 eV

Structure (XYZ):
```
43
Properties=species:S:1:pos:R:3:forces:R:3
Zn -5.081 -15.929 24.707 0.16 0.19 0.26
As -4.629 -19.731 24.253 -0.13 -0.03 0.20
F -3.038 -19.679 24.896 0.14 0.05 0.07
F -4.020 -19.357 22.696 0.09 0.05 -0.18
F -6.228 -19.736 23.615 -0.14 -0.08 0.01
F -5.248 -20.069 25.831 -0.06 0.01 0.02
F -4.827 -17.969 24.607 0.08 -0.05 -0.10
F -4.469 -21.449 23.952 -0.01 -0.07 -0.09
As -1.732 -15.538 22.833 -0.11 -0.30 -0.08
F -0.216 -15.397 21.966 0.07 0.04 -0.08
F -2.577 -15.704 21.343 -0.03 -0.13 -0.08
F -3.312 -15.713 23.716 0.12 0.05 -0.02
F -0.908 -15.343 24.319 0.09 0.00 0.33
F -1.996 -13.851 22.771 -0.02 0.46 -0.06
F -1.544 -17.244 22.950 0.01 -0.07 -0.09
As -6.877 -15.538 21.476 -0.24 -0.42 0.26
F -7.523 -15.757 19.867 -0.01 -0.05 -0.12
F -5.480 -16.454 21.097 0.18 -0.05 -0.11
F -6.224 -15.293 23.150 -0.09 -0.15 -0.24
F -8.273 -14.630 21.921 -0.12 0.10 0.07
F -7.648 -16.980 22.025 -0.08 0.02 -0.01
F -6.096 -14.096 20.997 0.21 0.36 -0.15
As -2.835 -15.987 27.857 -0.06 0.00 0.29
F -3.784 -15.021 28.936 -0.18 0.05 -0.10
F -2.177 -14.568 27.159 0.16 0.19 0.04
F -1.874 -16.960 26.827 0.08 -0.17 -0.19
F -3.569 -17.405 28.516 -0.06 -0.12 0.07
F -4.138 -15.938 26.629 -0.05 -0.06 -0.09
F -1.588 -16.049 29.092 0.13 0.03 -0.04
As -5.268 -12.081 25.186 -0.11 0.28 -0.12
F -5.070 -11.977 23.481 0.02 -0.03 -0.16
F -5.195 -13.865 25.092 0.04 0.00 0.03
F -5.464 -12.218 26.886 -0.08 0.01 0.35
F -5.348 -10.327 25.302 0.02 0.05 0.01
F -6.977 -12.131 24.982 -0.12 -0.09 -0.01
F -3.565 -12.020 25.390 0.28 -0.03 0.02
As -8.486 -16.194 26.387 0.16 -0.12 0.13
F -6.795 -16.328 25.767 -0.10 -0.08 0.04
F -8.638 -14.731 25.518 -0.15 0.18 -0.13
F -10.119 -16.065 27.003 -0.12 -0.01 0.01
F -8.241 -17.670 27.253 -0.04 -0.15 0.04
F -7.900 -15.340 27.758 0.13 0.19 0.17
F -9.051 -17.099 25.040 -0.03 -0.05 -0.17
```
Positions in Å, forces in eV/Å.

Atomic partial charges in e from the Löwdin method, atoms 1 to 5: 0.783, 0.726, -0.237, -0.234, -0.242



[2]
Formula: AsB2F6H8Sn
Source: the Open Molecules 2025 dataset
Level of theory: ωB97M-V/def2-TZVPD

Properties
Gap between HOMO and LUMO: 0.249 Ha
Calculated total energy: -3103.75784 Eh
Charge: -1
LUMO level: 0.21 eV

Structure (XYZ):
```
18
Properties=species:S:1:pos:R:3:forces:R:3
Sn -13.947 -12.238 7.331 -2.21 -3.44 0.93
B -15.213 -13.933 9.697 0.92 1.31 -0.64
H -15.871 -14.633 10.309 -1.21 -1.37 0.59
H -14.926 -14.354 8.661 0.65 -1.08 -2.12
H -15.818 -12.980 9.475 -0.97 2.09 -0.08
H -14.247 -13.734 10.280 1.80 0.60 1.04
B -13.455 -15.049 6.121 -0.38 0.59 0.75
H -12.910 -14.148 5.642 1.34 2.17 -0.69
H -13.157 -15.325 7.189 0.61 0.08 1.94
H -14.584 -14.872 6.051 -2.08 0.35 -0.07
H -13.134 -15.952 5.503 0.47 -1.28 -1.43
As -17.752 -11.256 7.048 -0.70 0.12 0.54
F -18.501 -9.687 7.138 0.04 -0.46 -0.02
F -16.219 -10.472 7.552 0.43 -0.38 -0.15
F -16.795 -12.746 6.940 0.05 0.52 -0.13
F -19.238 -12.068 6.632 0.84 0.37 -0.28
F -17.335 -10.899 5.363 -0.17 -0.45 0.88
F -18.148 -11.564 8.737 0.57 0.24 -1.07
```
Positions in Å, forces in eV/Å.

Atomic partial charges in e from the Löwdin method, atoms 1 to 5: 1.539, -0.468, -0.034, -0.098, -0.087



[3]
Formula: AsF6H24O12
Source: the Open Molecules 2025 dataset
Level of theory: ωB97M-V/def2-TZVPD

Properties
Gap between HOMO and LUMO (spin up / spin down): 0.328 / 0.093 Ha
Calculated total energy: -3752.16710 Eh
2S+1: 2
LUMO level (spin up / spin down): -1.58 / -7.96 eV

Structure (XYZ):
```
43
Properties=species:S:1:pos:R:3:forces:R:3
As -0.009 -0.715 -0.175 -0.24 -1.01 0.95
F -1.568 -1.214 -0.972 2.24 0.80 1.30
F 0.959 -1.893 -1.109 -1.31 0.98 1.21
F 1.536 -0.057 0.476 -1.98 -0.37 -0.37
F -0.846 0.566 0.872 0.76 -1.43 -2.28
F -0.123 -1.870 1.170 -0.32 1.42 -1.69
F 0.229 0.427 -1.558 -0.76 0.31 1.03
O 1.053 -2.990 3.426 -0.01 -0.11 0.36
H 0.637 -2.354 2.844 -0.05 0.25 0.10
H 1.785 -3.338 2.918 0.15 -0.21 -0.12
O -0.793 -2.605 -3.802 0.22 0.08 -0.25
H -1.122 -1.972 -3.164 -0.18 0.15 0.23
H -0.891 -3.454 -3.370 -0.05 -0.28 0.14
O -4.431 -1.218 0.827 -0.06 -0.33 0.18
H -5.333 -0.959 0.637 -0.23 -0.01 -0.07
H -3.902 -0.714 0.208 0.24 0.23 -0.06
O -3.820 1.657 1.297 0.02 0.33 -0.33
H -3.088 1.775 1.902 0.18 -0.07 0.10
H -4.554 1.402 1.855 -0.17 -0.20 0.14
O 4.007 2.126 1.334 -0.38 1.05 0.42
H 4.907 2.194 1.653 0.25 0.07 0.13
H 4.000 1.330 0.803 0.18 -0.88 -0.44
O 0.669 3.057 -1.256 1.29 0.55 -1.40
H 0.374 2.148 -1.308 -0.22 -1.79 -0.20
H 0.128 3.446 -0.570 -1.43 1.28 1.52
O 1.663 -0.803 -3.368 0.65 0.41 -0.83
H 1.346 -1.635 -3.018 -0.21 -0.36 -0.08
H 1.484 -0.167 -2.675 0.07 -0.05 -0.04
O 1.020 -4.457 0.539 0.15 -0.43 -0.05
H 1.652 -3.805 0.237 0.11 0.16 -0.17
H 0.296 -3.943 0.895 -0.18 0.07 0.17
O 0.152 0.555 3.331 0.26 0.08 0.37
H -0.386 1.200 3.791 -0.09 0.04 0.29
H -0.093 0.651 2.411 -0.03 -0.09 -0.10
O -1.671 2.326 -3.187 0.53 0.43 0.06
H -2.593 2.093 -3.082 -0.46 0.02 0.15
H -1.192 1.566 -2.857 0.17 -0.54 -0.06
O -1.101 3.962 0.645 0.40 -0.33 -0.56
H -0.676 3.389 1.284 -0.03 -0.32 0.55
H -1.038 4.837 1.029 -0.03 0.41 0.06
O 4.043 -0.229 -0.022 0.67 0.10 -0.05
H 3.090 -0.251 0.064 -0.35 -0.33 0.06
H 4.197 -0.062 -0.951 0.19 -0.08 -0.35
```
Positions in Å, forces in eV/Å.

Atomic partial charges in e from the Löwdin method, atoms 1 to 5: 1.044, -0.240, -0.237, -0.244, -0.274



[4]
Formula: AsF6H26O13
Source: the Open Molecules 2025 dataset
Level of theory: ωB97M-V/def2-TZVPD

Properties
Gap between HOMO and LUMO (spin up / spin down): 0.142 / 0.359 Ha
Calculated total energy: -3828.87954 Eh
Charge: -2
2S+1: 2
LUMO level (spin up / spin down): 5.06 / 4.97 eV

Structure (XYZ):
```
46
Properties=species:S:1:pos:R:3:forces:R:3
As -0.582 0.290 -0.365 -0.36 -0.75 0.52
F 0.536 1.655 -0.555 1.83 1.63 -0.26
F 0.725 -0.921 -0.245 1.55 -0.99 0.25
F -1.689 -1.122 -0.117 -1.68 -1.57 0.25
F -1.916 1.487 -0.587 -1.53 1.20 -0.13
F -0.649 -0.128 -2.115 -0.38 -0.07 -2.00
F -0.529 0.376 1.437 -0.20 0.64 2.09
O -1.711 -1.281 3.445 -0.12 -0.60 0.49
H -1.442 -0.615 2.813 0.39 0.45 -0.73
H -2.271 -0.811 4.064 -0.13 0.15 0.08
O 3.317 -0.755 1.153 0.66 0.33 0.85
H 3.407 -1.703 1.051 0.13 -0.21 -0.12
H 3.317 -0.417 0.257 -0.16 0.33 -0.45
O -0.941 -3.754 -0.007 0.21 -0.99 -0.19
H -1.214 -2.837 0.002 -0.35 0.98 0.08
H -0.642 -3.924 0.886 0.05 0.07 0.21
O -4.294 -2.149 1.047 -0.67 -0.30 0.29
H -3.407 -1.795 1.103 0.56 0.26 -0.08
H -4.497 -2.143 0.112 0.16 0.10 -0.20
O 3.049 0.740 -1.540 0.85 -0.45 -0.11
H 3.320 1.464 -2.104 -0.03 0.17 -0.05
H 2.248 1.051 -1.118 -0.86 0.23 0.23
O 0.965 0.863 -3.904 0.55 0.59 -1.22
H 1.737 0.302 -3.827 0.10 -0.18 0.27
H 0.347 0.510 -3.264 -0.35 -0.36 0.67
O 1.686 2.987 2.282 0.09 1.38 -0.08
H 1.913 2.175 2.735 -0.07 -0.70 0.10
H 1.100 2.713 1.577 -0.10 -0.26 -0.29
O 0.815 -2.642 -2.243 0.64 -0.55 -0.65
H 0.212 -2.916 -2.933 -0.17 0.00 -0.09
H 0.257 -2.506 -1.477 -0.17 0.29 0.34
O -2.360 1.897 -3.806 -0.51 0.37 -0.36
H -2.191 1.403 -4.608 0.18 -0.13 -0.08
H -1.795 1.489 -3.149 0.24 -0.26 0.54
O 2.017 0.500 3.088 -0.05 0.06 1.33
H 1.361 -0.082 3.472 -0.42 0.07 -0.05
H 2.583 -0.080 2.578 0.41 -0.25 -1.00
O 3.001 -2.996 -0.010 0.40 -0.85 0.08
H 2.115 -2.640 -0.075 -0.67 0.48 -0.27
H 3.002 -3.747 -0.604 -0.07 -0.06 -0.19
O -1.730 4.395 -1.205 0.03 0.85 0.01
H -1.413 3.521 -0.978 0.09 -0.68 0.10
H -2.654 4.267 -1.421 -0.10 -0.25 -0.08
O -1.767 2.470 3.404 -0.36 0.07 0.56
H -1.396 2.041 2.633 0.35 -0.40 -0.48
H -1.936 3.369 3.121 0.05 0.15 -0.13
```
Positions in Å, forces in eV/Å.

Atomic partial charges in e from the Löwdin method, atoms 1 to 5: 0.914, -0.325, -0.324, -0.357, -0.358



[5]
Formula: AsF6H26O13
Source: the Open Molecules 2025 dataset
Level of theory: ωB97M-V/def2-TZVPD

Properties
Gap between HOMO and LUMO (spin up / spin down): 0.337 / 0.080 Ha
Calculated total energy: -3828.60971 Eh
2S+1: 2
LUMO level (spin up / spin down): -1.30 / -8.28 eV

Structure (XYZ):
```
46
Properties=species:S:1:pos:R:3:forces:R:3
As 0.047 0.230 -0.462 -0.04 -2.63 -0.82
F -1.543 0.025 -1.225 1.12 1.17 0.85
F -0.565 -0.835 0.891 0.86 2.27 -0.85
F 1.604 0.466 0.418 -2.04 0.16 -0.94
F 0.687 1.066 -1.919 -1.04 -0.58 2.38
F -0.552 1.740 0.397 1.06 -1.14 -1.07
F 0.517 -1.338 -1.157 0.22 1.64 0.34
O 2.931 -2.814 -0.177 -0.11 0.26 0.28
H 2.917 -3.022 -1.111 -0.11 -0.16 -0.28
H 2.857 -3.663 0.259 0.18 -0.34 0.10
O 0.156 -3.589 -2.989 0.30 -0.33 -0.03
H 0.031 -2.844 -2.401 -0.18 0.19 0.24
H 0.236 -3.197 -3.859 -0.08 0.07 -0.22
O -3.761 2.680 -2.022 0.07 0.28 0.19
H -4.583 2.248 -1.792 -0.28 -0.09 -0.03
H -3.103 1.986 -1.980 0.27 -0.28 -0.12
O 3.767 -0.201 1.803 0.20 -0.10 0.44
H 3.102 -0.065 1.128 0.10 -0.19 -0.02
H 4.101 0.676 1.992 0.23 0.14 0.00
O -2.984 -1.582 -2.827 -0.11 -0.16 -0.34
H -3.886 -1.262 -2.865 -0.24 -0.07 -0.05
H -2.501 -0.886 -2.381 0.15 -0.06 0.09
O -2.636 2.710 1.390 0.17 0.91 0.40
H -3.455 2.253 1.200 -0.41 0.21 -0.03
H -2.003 2.332 0.779 0.07 -0.70 -0.27
O -0.734 4.697 1.203 0.87 1.76 -1.36
H -1.528 4.162 1.220 -2.65 -1.50 -0.04
H -0.169 4.307 1.870 1.74 -0.94 1.97
O 0.831 2.820 2.485 -0.70 1.20 0.05
H 1.786 2.785 2.421 0.62 0.08 0.03
H 0.522 2.286 1.753 -0.28 -0.91 -0.50
O 0.198 -4.002 0.962 -0.21 -0.33 -0.01
H 0.213 -4.056 1.917 -0.01 -0.04 0.31
H 0.913 -3.405 0.744 0.15 0.47 -0.28
O -2.591 -2.654 1.149 -0.67 0.08 0.30
H -2.085 -3.458 1.031 0.29 -0.16 -0.18
H -1.937 -1.955 1.141 0.19 -0.09 -0.27
O 3.400 -0.198 -1.591 0.30 0.42 -0.24
H 3.282 -0.908 -2.222 -0.01 -0.08 -0.19
H 2.726 -0.351 -0.929 0.07 -0.26 0.08
O 3.552 3.028 -1.485 -0.16 0.44 0.26
H 4.429 3.032 -1.868 0.19 -0.04 -0.06
H 3.208 2.156 -1.680 -0.08 -0.56 -0.12
O -2.392 -0.626 3.946 0.10 0.11 0.31
H -3.025 0.062 3.739 -0.18 0.12 -0.01
H -1.981 -0.834 3.107 0.09 -0.24 -0.24
```
Positions in Å, forces in eV/Å.

Atomic partial charges in e from the Löwdin method, atoms 1 to 5: 1.028, -0.250, -0.262, -0.259, -0.227



Which formula does entry 2 have?
AsB2F6H8Sn



calculated total energy of number 5 (AsF6H26O13)?
-3828.60971 Eh